The following is a DFT calculation (wB97M-V/def2-TZVPD) of 7 unconnected molecules or ions with the total composition C42H105O28P7 at a distorted geometry.

Properties
* spin multiplicity: 2
* calculated total energy: -167611.324 eV
* ⟨S²⟩: 0.76
* HOMO (spin up / spin down): -0.43781 / -0.43781 Ha
* F_max: 0.111 hartree/bohr
* Kohn-Sham gap (spin up / spin down): 0.352 / 0.088 Eh
* total charge: +1

Geometry as XYZ:
```
182
C42H105O28P7, DFT wB97M-V/def2-TZVPD
C 1.988 0.832 -4.789
C 3.455 1.205 -4.947
O 4.422 0.107 -4.636
P 5.406 0.322 -3.389
O 5.611 1.687 -2.784
O 6.854 0.006 -4.021
C 7.048 -0.647 -5.277
C 6.970 -2.165 -5.023
O 4.954 -0.887 -2.370
C 4.924 -0.773 -0.919
C 6.305 -0.863 -0.270
H 1.659 0.700 -3.759
H 1.313 1.344 -5.475
H 1.786 -0.134 -5.252
H 3.693 1.512 -5.966
H 3.592 2.156 -4.432
H 6.312 -0.244 -5.972
H 7.940 -0.349 -5.828
H 7.217 -2.573 -6.003
H 7.675 -2.442 -4.239
H 5.979 -2.365 -4.616
H 4.629 0.263 -0.752
H 4.229 -1.594 -0.745
H 6.206 -0.893 0.815
H 7.004 -1.652 -0.547
H 6.859 0.060 -0.442
C -0.277 6.146 -0.465
C -1.172 5.150 -1.228
O -1.001 5.080 -2.598
P -1.846 4.000 -3.534
O -1.714 2.552 -3.195
O -3.416 4.516 -3.359
C -4.516 3.585 -3.050
C -5.793 4.259 -3.551
O -1.578 4.512 -5.078
C -0.302 4.520 -5.626
C -0.179 4.191 -7.143
H 0.723 6.233 -0.890
H -0.899 7.042 -0.479
H -0.261 5.875 0.590
H -0.979 4.177 -0.775
H -2.224 5.299 -0.984
H -4.381 2.667 -3.620
H -4.540 3.315 -1.994
H -5.976 4.276 -4.625
H -6.595 3.662 -3.118
H -5.714 5.188 -2.986
H 0.183 5.492 -5.540
H 0.319 3.837 -5.047
H -0.197 3.115 -7.317
H -0.915 4.701 -7.765
H 0.757 4.462 -7.631
C -1.405 -1.614 3.656
C -2.840 -1.952 3.065
O -2.893 -3.298 3.041
P -4.322 -4.020 3.097
O -4.987 -3.889 4.394
O -5.029 -3.404 1.768
C -5.920 -2.329 1.962
C -5.962 -1.524 0.631
O -4.022 -5.572 2.662
C -3.201 -5.767 1.474
C -4.069 -5.813 0.243
H -1.223 -2.464 4.314
H -0.587 -1.562 2.937
H -1.439 -0.788 4.366
H -3.592 -1.370 3.597
H -2.834 -1.724 1.999
H -6.866 -2.820 2.191
H -5.555 -1.662 2.743
H -5.649 -1.990 -0.303
H -6.879 -0.963 0.450
H -5.305 -0.660 0.731
H -2.426 -5.005 1.387
H -2.727 -6.741 1.355
H -3.502 -5.691 -0.679
H -4.730 -6.680 0.246
H -4.789 -4.994 0.252
C 3.738 5.351 3.366
C 2.732 4.138 3.643
O 1.860 4.610 4.661
P 0.296 4.951 4.310
O -0.065 6.235 3.614
O -0.288 3.519 3.730
C -1.706 3.338 3.392
C -2.136 1.973 3.160
O -0.304 4.960 5.810
C 0.348 5.888 6.678
C -0.884 6.382 7.599
H 3.225 6.206 2.927
H 4.055 5.476 4.401
H 4.636 4.994 2.861
H 2.300 3.922 2.666
H 3.029 3.161 4.024
H -2.382 3.951 3.989
H -1.876 3.744 2.395
H -2.006 1.358 4.051
H -3.158 1.783 2.834
H -1.525 1.514 2.383
H 1.071 5.485 7.387
H 0.697 6.735 6.087
H -0.409 6.903 8.429
H -1.640 7.010 7.127
H -1.398 5.484 7.943
C 5.029 -4.074 1.425
C 4.135 -4.810 2.369
O 4.971 -5.566 3.154
P 5.283 -5.228 4.665
O 4.174 -4.382 5.153
O 6.785 -4.705 4.614
C 7.210 -3.756 5.530
C 8.695 -3.544 5.512
O 5.496 -6.608 5.511
C 4.402 -7.199 6.187
C 4.899 -8.670 6.136
H 5.780 -3.491 1.957
H 5.651 -4.690 0.776
H 4.461 -3.432 0.752
H 3.513 -4.103 2.918
H 3.541 -5.442 1.709
H 6.815 -2.789 5.219
H 6.933 -3.934 6.569
H 9.015 -3.123 4.559
H 9.095 -2.802 6.203
H 9.176 -4.429 5.929
H 4.233 -6.837 7.201
H 3.578 -7.139 5.476
H 5.970 -8.771 6.314
H 4.407 -9.365 6.817
H 4.848 -9.055 5.117
C -4.112 0.184 -2.138
C -4.741 -0.118 -3.516
O -6.040 0.540 -3.575
P -6.783 0.737 -5.015
O -6.458 1.893 -5.830
O -6.565 -0.672 -5.704
C -6.995 -0.852 -7.055
C -8.508 -0.743 -7.377
O -8.349 0.713 -4.462
C -8.867 -0.494 -3.774
C -10.437 -0.435 -3.731
H -3.631 -0.710 -1.740
H -3.554 1.120 -2.156
H -4.955 0.216 -1.448
H -4.190 0.337 -4.339
H -4.913 -1.181 -3.690
H -6.489 -0.134 -7.701
H -6.551 -1.832 -7.229
H -8.929 0.252 -7.236
H -8.886 -1.351 -8.199
H -9.038 -1.226 -6.556
H -8.602 -1.369 -4.368
H -8.404 -0.685 -2.806
H -10.760 0.593 -3.565
H -10.824 -0.836 -4.668
H -10.725 -1.099 -2.916
C -0.506 -1.827 -0.950
C 1.025 -1.945 -0.654
O 1.717 -0.647 -0.568
P 1.270 0.373 0.632
O -0.078 0.965 0.353
O 1.427 -0.526 1.963
C 2.544 -1.378 2.103
C 3.456 -0.737 3.169
O 2.425 1.505 0.715
C 2.548 2.479 -0.286
C 3.928 3.082 -0.020
H -0.841 -2.832 -1.206
H -0.985 -1.618 0.007
H -0.740 -1.010 -1.632
H 1.302 -2.732 0.048
H 1.438 -2.440 -1.534
H 2.207 -2.404 2.256
H 3.203 -1.606 1.265
H 3.085 -1.046 4.146
H 4.503 -1.027 3.079
H 3.504 0.351 3.134
H 2.381 2.052 -1.275
H 1.729 3.172 -0.092
H 4.711 2.332 -0.132
H 4.018 3.764 -0.866
H 3.950 3.553 0.963
```



The following is a DFT calculation (wB97M-V/def2-TZVPD) of 12 unconnected molecules or ions with the total composition C42H106BN8O22 at a distorted geometry.

Properties
* calculated total energy: -102915.807 eV
* HOMO: -0.25241 Ha
* F_max: 0.063 hartree/bohr
* Kohn-Sham gap: 0.326 Eh
* total charge: -1

Geometry as XYZ:
```
179
C42H106BN8O22, DFT wB97M-V/def2-TZVPD
O 11.473 -8.080 -9.664
C 10.308 -8.346 -9.481
O 9.827 -9.046 -8.493
B 8.385 -9.304 -8.740
O 8.100 -8.593 -9.980
C 9.174 -8.174 -10.541
O 9.296 -7.693 -11.658
O 7.504 -8.816 -7.632
C 6.554 -9.700 -7.417
O 5.526 -9.513 -6.794
C 6.968 -11.044 -8.118
O 8.073 -10.781 -8.795
O 6.274 -12.049 -8.097
C 6.666 -7.933 -3.365
C 5.734 -8.718 -2.397
C 6.283 -10.172 -2.270
O 6.549 -10.809 -3.510
C 5.333 -11.126 -4.203
N 5.559 -8.029 -1.144
H 6.677 -8.385 -4.357
H 7.644 -7.947 -2.884
H 6.420 -6.875 -3.454
H 4.767 -8.787 -2.894
H 5.608 -10.861 -1.764
H 7.229 -10.176 -1.729
H 5.532 -11.611 -5.159
H 5.040 -10.118 -4.496
H 4.650 -11.733 -3.609
H 6.455 -7.936 -0.688
H 5.028 -8.560 -0.468
C 9.469 -12.524 -5.064
C 10.196 -11.421 -4.219
C 9.768 -10.058 -4.805
O 10.759 -9.107 -4.577
C 10.284 -7.838 -4.218
N 9.801 -11.631 -2.840
H 10.027 -12.754 -5.972
H 8.442 -12.238 -5.289
H 9.321 -13.388 -4.416
H 11.271 -11.590 -4.157
H 8.764 -9.794 -4.471
H 9.688 -10.058 -5.892
H 11.064 -7.081 -4.147
H 9.840 -7.694 -3.232
H 9.609 -7.454 -4.983
H 10.131 -10.820 -2.336
H 8.813 -11.450 -2.734
C 7.790 -5.245 -6.888
C 7.124 -4.687 -5.592
C 8.001 -3.725 -4.715
O 7.267 -3.403 -3.441
C 8.086 -2.636 -2.584
N 5.918 -3.992 -5.974
H 8.121 -4.580 -7.686
H 7.130 -6.019 -7.281
H 8.679 -5.751 -6.511
H 6.868 -5.560 -4.991
H 8.255 -2.860 -5.327
H 8.897 -4.246 -4.378
H 9.126 -2.955 -2.516
H 7.638 -2.617 -1.591
H 8.016 -1.592 -2.891
H 5.566 -3.523 -5.152
H 6.182 -3.201 -6.543
C 15.315 -3.584 -8.310
C 14.696 -4.700 -9.257
C 13.180 -4.890 -9.094
O 12.866 -5.131 -7.730
C 11.614 -5.743 -7.418
N 15.012 -4.438 -10.664
H 15.000 -3.765 -7.282
H 14.902 -2.645 -8.677
H 16.404 -3.605 -8.320
H 15.230 -5.598 -8.947
H 12.947 -5.747 -9.726
H 12.583 -4.038 -9.418
H 11.241 -5.606 -6.403
H 11.635 -6.809 -7.644
H 10.865 -5.281 -8.060
H 14.671 -5.220 -11.204
H 15.996 -4.591 -10.831
C 11.752 -4.631 -12.998
C 11.994 -5.964 -13.700
C 12.698 -7.056 -12.838
O 14.080 -6.697 -12.558
C 14.664 -7.600 -11.636
N 10.709 -6.469 -14.144
H 11.488 -3.831 -13.689
H 12.723 -4.226 -12.713
H 11.149 -4.658 -12.090
H 12.547 -5.843 -14.631
H 12.561 -8.055 -13.254
H 12.122 -7.061 -11.912
H 14.902 -8.464 -12.256
H 13.990 -7.877 -10.826
H 15.531 -7.180 -11.125
H 10.981 -7.325 -14.607
H 10.302 -6.796 -13.279
C 9.644 -10.174 -16.161
C 8.510 -10.208 -15.101
C 8.936 -10.086 -13.598
O 9.735 -11.224 -13.215
C 10.155 -11.220 -11.882
N 7.589 -9.161 -15.402
H 10.262 -9.298 -15.962
H 9.310 -10.155 -17.198
H 10.266 -11.065 -16.077
H 8.006 -11.169 -15.205
H 8.065 -9.998 -12.947
H 9.537 -9.185 -13.471
H 9.409 -11.395 -11.107
H 10.777 -10.335 -11.746
H 10.841 -12.058 -11.753
H 7.972 -8.285 -15.078
H 6.827 -9.314 -14.756
C 3.290 -4.862 -9.174
C 4.292 -6.007 -9.060
C 5.690 -5.743 -9.676
O 5.598 -5.358 -11.048
C 6.781 -4.897 -11.652
N 4.467 -6.121 -7.611
H 2.961 -4.845 -10.213
H 3.689 -3.851 -9.082
H 2.434 -4.953 -8.504
H 3.975 -6.982 -9.432
H 6.344 -6.591 -9.475
H 6.081 -4.848 -9.192
H 7.631 -5.555 -11.470
H 6.961 -3.875 -11.318
H 6.720 -4.690 -12.720
H 4.884 -5.254 -7.303
H 4.977 -6.916 -7.252
C 6.523 -15.017 -8.426
C 5.286 -15.571 -7.761
C 4.143 -14.556 -7.388
O 3.260 -15.244 -6.538
C 2.178 -14.442 -6.113
N 4.841 -16.671 -8.668
H 7.177 -15.857 -8.662
H 7.095 -14.400 -7.733
H 6.336 -14.465 -9.347
H 5.628 -16.093 -6.868
H 3.633 -14.225 -8.292
H 4.483 -13.668 -6.856
H 1.550 -14.217 -6.975
H 2.379 -13.445 -5.722
H 1.516 -14.993 -5.444
H 3.981 -17.108 -8.369
H 4.458 -16.116 -9.421
C 11.824 -12.019 -8.372
C 12.946 -11.368 -9.147
O 13.242 -12.059 -10.349
O 12.233 -13.297 -7.751
H 10.952 -12.243 -8.985
H 11.507 -11.298 -7.618
H 13.835 -11.506 -8.531
H 12.851 -10.323 -9.441
H 13.323 -13.002 -10.188
H 12.630 -13.875 -8.407
C 5.342 -8.297 -12.121
C 5.083 -9.548 -11.186
O 3.840 -10.141 -11.401
O 5.462 -8.887 -13.417
H 6.222 -7.706 -11.868
H 4.557 -7.550 -12.010
H 5.064 -9.176 -10.161
H 5.958 -10.196 -11.238
H 3.891 -10.799 -12.098
H 4.581 -9.147 -13.696
C 1.329 -10.732 -7.432
C 2.386 -11.068 -8.547
O 1.815 -11.075 -9.788
O 0.378 -11.847 -7.140
H 0.687 -9.872 -7.624
H 1.786 -10.442 -6.486
H 2.754 -12.054 -8.264
H 3.225 -10.384 -8.415
H 2.464 -10.737 -10.409
H -0.150 -11.965 -7.933
```